--- P ---
22
Properties=species:S:1:pos:R:3:mulliken_charge:R:1 method="wB97M-V/def2-TZVPD" homo_lumo_gap_ev=9.38 charge=+1 smiles=C[C@H]([NH3+])CCCN e_lumo_ev=-3.46
C 0.4385 -2.3414 -0.8005 -1.510
C 0.3914 -0.8355 -0.6614 0.305
N 1.6904 -0.2598 -1.2329 -0.256
C 0.2606 -0.3498 0.7605 -0.931
C 0.1689 1.1581 0.9643 -0.598
C -1.1445 1.7646 0.4295 -0.632
N -2.3069 1.0940 1.0176 -0.534
H -0.5303 -2.7592 -0.5343 0.387
H 1.1294 -2.8159 -0.1068 0.357
H 0.6865 -2.6276 -1.8321 0.428
H -0.3986 -0.4130 -1.2802 0.194
H 2.5071 -0.5124 -0.6734 0.364
H 1.6421 0.7595 -1.2454 0.338
H 1.8669 -0.5804 -2.1877 0.394
H 1.0215 -0.7991 1.4085 0.372
H -0.6639 -0.7586 1.1726 0.526
H 1.0063 1.7166 0.5269 0.311
H 0.1901 1.3148 2.0378 0.322
H -1.1036 2.8390 0.6070 0.378
H -1.1847 1.6735 -0.6657 0.341
H -2.5554 1.5529 1.8844 0.228
H -3.1116 1.1800 0.4113 0.218

***

--- Q ---
22
Properties=species:S:1:pos:R:3:mulliken_charge:R:1 method="wB97M-V/def2-TZVPD" homo_lumo_gap_ev=6.37 charge=+1 e_lumo_ev=-8.56
C 2.4723 -0.3952 0.1645 -1.181
C 1.5293 0.7533 0.5700 -0.356
C 0.3935 0.2847 1.4433 -0.429
C -0.5837 -0.7628 0.8437 -0.964
C -2.5007 0.3090 -0.1013 -0.758
N -1.3410 -0.5084 -0.3839 -0.064
N 0.1023 0.2024 -2.2487 -0.505
H 3.2152 0.0086 -0.5189 0.336
H 1.8921 -1.1578 -0.3530 0.294
H 2.9589 -0.8376 1.0304 0.377
H 2.1014 1.5081 1.1168 0.368
H -0.1997 1.0635 1.9340 0.338
H 0.7512 -0.2421 2.3336 0.353
H -0.0751 -1.7033 0.6026 0.418
H -1.3289 -1.0908 1.5784 0.435
H -3.3685 -0.2902 0.1978 0.346
H -2.3239 0.9791 0.7445 0.319
H -2.7646 0.8496 -1.0084 0.338
H -0.6639 -0.0515 -1.2249 0.386
H -0.2222 0.9998 -2.8169 0.295
H 1.1992 1.2670 -0.3269 0.301
H -0.3358 -0.6033 -2.7262 0.354

***

--- R ---
22
Properties=species:S:1:pos:R:3:mulliken_charge:R:1 method="wB97M-V/def2-TZVPD" homo_lumo_gap_ev=11.46 charge=+1 smiles=C[NH2+]CC[C@H](C)N e_lumo_ev=-2.74
C 0.1305 2.1899 1.5246 -0.856
N 0.9424 1.2483 0.6658 -0.165
C 1.1105 -0.1940 1.1749 -0.647
C 0.4830 -1.2239 0.2261 -0.776
C -0.7204 -0.7169 -0.6268 0.214
C -1.3353 -1.8649 -1.4512 -1.519
N -0.2863 0.3959 -1.4700 -0.586
H 0.4035 2.0301 2.5713 0.365
H -0.8954 1.8301 1.4126 0.314
H 0.3752 3.1960 1.2069 0.359
H 1.8120 1.7166 0.4313 0.386
H 0.3682 1.1128 -0.2690 0.470
H 2.1327 -0.2299 1.5435 0.426
H 0.4853 -0.1191 2.0857 0.325
H 0.3116 -2.2107 0.6513 0.504
H 1.2966 -1.4330 -0.5102 0.296
H -1.4625 -0.3390 0.0742 0.199
H -1.8291 -2.5732 -0.7823 0.416
H -2.1365 -1.4633 -2.0886 0.409
H -0.6174 -2.2528 -2.1794 0.346
H 0.3925 0.0276 -2.1341 0.279
H -0.9612 0.8735 -2.0566 0.242

***

--- S ---
22
Properties=species:S:1:pos:R:3:mulliken_charge:R:1 method="wB97M-V/def2-TZVPD" homo_lumo_gap_ev=4.77 charge=+1 e_lumo_ev=-8.25
C -1.1636 -1.8541 -1.7048 -0.357
N -0.2991 1.1905 -0.9738 -0.386
C 0.7688 1.4785 -1.9166 -0.733
C -0.0067 -2.4831 -1.8657 -0.463
N 0.7034 0.4868 0.9928 -0.361
C -0.1394 0.8683 2.1019 -0.206
C -0.2438 -0.3575 3.0078 -1.173
H -1.1905 -0.9952 -1.0519 0.132
H -1.9812 -1.9491 -2.4075 0.253
H -0.7204 2.0780 -0.6740 0.324
H 0.8386 0.6077 -2.5714 0.307
H 0.5534 2.3414 -2.5387 0.383
H 1.7634 1.4723 -1.4620 0.291
H 0.2028 -3.1038 -2.7298 0.242
H 0.7783 -2.4317 -1.1170 0.235
H 1.5541 1.0545 0.9093 0.335
H 0.2063 0.6404 -0.0721 0.482
H 0.2612 1.7270 2.6415 0.364
H -1.1062 1.2030 1.7117 0.302
H -0.9742 -0.2075 3.7982 0.349
H 0.7156 -0.5273 3.4857 0.351
H -0.5207 -1.2391 2.4366 0.332

***

The most stable of them is P.